C33H86O30S9 | ωB97M-V/def2-TZVPD

Each line ends with the Mulliken charge.
Positions of all 158 atoms, in Å:
1 C -6.692 0.873 0.138  -0.4153
2 C -6.956 1.856 1.263  -0.4707
3 O -7.041 1.158 2.518  -0.3601
4 S -5.767 1.073 3.465  1.1793
5 C -6.013 2.537 4.440  -0.9731
6 O -6.003 -0.054 4.282  -0.6495
7 O -4.603 1.194 2.650  -0.4671
8 H -5.672 0.501 0.184  -0.2116
9 H -6.809 1.349 -0.844  0.4359
10 H -7.378 0.026 0.070  0.2049
11 H -6.122 2.556 1.206  0.3355
12 H -7.906 2.346 1.069  0.4105
13 H -6.248 3.321 3.724  0.3252
14 H -5.011 2.805 4.780  0.3245
15 H -6.708 2.284 5.225  0.3490
16 C 2.855 6.880 -5.812  -0.9439
17 C 1.887 5.737 -5.971  -0.3729
18 O 1.916 4.925 -4.780  -0.1244
19 S 0.571 4.150 -4.430  1.2495
20 C 1.220 2.944 -3.334  -0.5730
21 O -0.387 4.932 -3.744  -0.6134
22 O 0.130 3.507 -5.632  -0.6967
23 H 3.885 6.508 -5.894  0.2965
24 H 2.816 7.331 -4.822  0.0811
25 H 2.801 7.589 -6.637  0.3870
26 H 0.901 6.097 -6.270  0.4025
27 H 2.215 5.137 -6.826  0.2583
28 H 1.357 3.312 -2.326  -0.0305
29 H 2.181 2.604 -3.716  0.2883
30 H 0.541 2.101 -3.438  0.3829
31 C 0.127 1.214 5.030  -0.8733
32 C 0.045 2.739 5.011  -0.4701
33 O 1.316 3.385 5.241  -0.1103
34 S 1.747 3.513 6.771  1.1474
35 C 3.450 3.097 6.545  -0.5859
36 O 1.649 4.897 7.106  -0.6442
37 O 1.099 2.532 7.564  -0.6199
38 H -0.774 0.827 4.538  0.3127
39 H 0.108 0.804 6.035  0.4593
40 H 0.969 0.858 4.437  0.0576
41 H -0.273 3.008 4.000  0.2791
42 H -0.756 3.107 5.655  0.4311
43 H 3.854 2.673 7.463  0.4552
44 H 3.985 3.986 6.240  0.3222
45 H 3.421 2.262 5.848  -0.0890
46 C 2.187 5.252 2.645  -1.3277
47 C 2.511 5.294 1.174  0.8158
48 O 1.536 6.134 0.531  -0.3150
49 S 1.623 6.314 -1.036  1.1921
50 C 2.391 7.910 -1.152  -1.0945
51 O 2.551 5.351 -1.551  -0.4592
52 O 0.307 6.448 -1.530  -0.6258
53 H 1.203 4.825 2.834  0.1878
54 H 2.169 6.207 3.181  0.4740
55 H 2.956 4.683 3.167  0.2594
56 H 3.559 5.541 1.008  0.3730
57 H 2.345 4.273 0.822  -0.5416
58 H 1.834 8.581 -0.503  0.4027
59 H 2.334 8.226 -2.185  0.3367
60 H 3.379 7.767 -0.723  0.3041
61 C -3.985 -6.963 1.147  -1.3562
62 C -3.275 -5.791 1.818  0.4393
63 O -3.844 -5.573 3.097  -0.4151
64 S -3.624 -4.109 3.703  1.2422
65 C -4.755 -3.184 2.690  -0.4746
66 O -4.107 -4.197 5.028  -0.6992
67 O -2.287 -3.722 3.395  -0.5453
68 H -5.038 -6.868 1.427  0.3523
69 H -3.610 -7.891 1.571  0.3667
70 H -3.909 -6.922 0.065  0.3234
71 H -2.216 -6.022 1.970  0.3457
72 H -3.271 -4.913 1.163  -0.1961
73 H -5.445 -3.877 2.229  0.2883
74 H -4.142 -2.683 1.946  -0.0367
75 H -5.273 -2.482 3.337  0.4032
76 C 4.735 2.165 -1.023  -1.2285
77 C 4.819 1.139 0.093  0.2690
78 O 3.896 1.533 1.150  -0.0568
79 S 4.368 2.029 2.543  1.2433
80 C 5.375 0.648 3.054  -1.2193
81 O 5.185 3.197 2.446  -0.7128
82 O 3.204 2.022 3.367  -0.3316
83 H 5.067 3.124 -0.614  0.3643
84 H 3.755 2.135 -1.478  0.1243
85 H 5.534 1.984 -1.749  0.4393
86 H 4.389 0.201 -0.261  -0.5327
87 H 5.820 0.953 0.471  0.6753
88 H 6.285 0.665 2.466  0.4477
89 H 4.769 -0.238 2.895  0.1554
90 H 5.579 0.823 4.107  0.4977
91 C -8.917 -2.893 -3.174  -1.3287
92 C -7.959 -2.470 -2.093  -0.0358
93 O -6.678 -3.103 -2.398  -0.2631
94 S -5.555 -2.962 -1.292  1.2924
95 C -4.328 -3.980 -2.078  -0.9057
96 O -5.120 -1.597 -1.281  -0.6121
97 O -5.965 -3.539 -0.062  -0.6808
98 H -8.947 -3.974 -3.230  0.3328
99 H -8.546 -2.453 -4.098  0.3134
100 H -9.877 -2.447 -2.921  0.4018
101 H -7.910 -1.385 -1.998  0.1530
102 H -8.267 -2.879 -1.126  0.3592
103 H -4.888 -4.871 -2.353  0.4351
104 H -3.577 -4.145 -1.315  0.1718
105 H -4.039 -3.425 -2.963  0.3421
106 C 1.144 1.066 -0.182  1.1454
107 C 0.180 0.800 0.961  -0.1999
108 O -0.334 -0.525 1.046  -0.3238
109 S -1.412 -0.993 -0.015  1.1641
110 C -2.741 0.152 0.320  -0.4835
111 O -0.913 -0.805 -1.342  -0.6566
112 O -1.848 -2.285 0.394  -0.4115
113 H 0.722 1.124 -1.177  0.2913
114 H 1.831 0.220 -0.130  -0.5661
115 H 1.740 1.972 -0.080  -0.8410
116 H 0.731 1.010 1.880  -0.3370
117 H -0.596 1.579 0.990  0.3896
118 H -2.635 0.479 1.347  0.4363
119 H -3.578 -0.519 0.141  -0.4677
120 H -2.718 1.006 -0.348  0.5478
121 C 4.897 -1.837 -6.378  -1.3945
122 C 4.043 -2.207 -5.184  -0.1061
123 O 3.447 -1.023 -4.643  -0.2715
124 S 3.070 -1.048 -3.107  1.3993
125 C 1.994 -2.410 -2.953  -1.1520
126 O 4.251 -1.342 -2.362  -0.7492
127 O 2.393 0.167 -2.818  -0.4296
128 H 5.296 -2.713 -6.883  0.3787
129 H 5.764 -1.318 -5.950  0.3180
130 H 4.451 -1.132 -7.074  0.3283
131 H 3.274 -2.935 -5.479  0.2796
132 H 4.669 -2.773 -4.488  0.3277
133 H 1.554 -2.280 -1.963  0.1828
134 H 2.506 -3.364 -3.005  0.4803
135 H 1.133 -2.367 -3.618  0.5302
136 C 1.207 -6.311 -3.717  -0.7201
137 O 2.063 -6.128 -2.628  -0.3362
138 C 1.365 -6.049 -1.362  -0.4453
139 C 2.406 -5.825 -0.325  -0.8758
140 O 2.737 -4.457 -0.257  0.0247
141 C 4.111 -4.319 0.000  -0.8364
142 C 4.497 -2.915 0.383  0.2347
143 O 4.230 -2.628 1.750  -0.5204
144 C 2.900 -2.262 2.023  -0.4419
145 H 0.790 -5.357 -4.060  0.2269
146 H 0.363 -6.963 -3.447  0.3383
147 H 1.753 -6.830 -4.502  0.2546
148 H 0.884 -7.037 -1.292  0.5437
149 H 0.600 -5.272 -1.389  0.2858
150 H 3.283 -6.428 -0.580  0.4145
151 H 2.071 -6.166 0.664  0.3075
152 H 4.735 -4.748 -0.791  0.5057
153 H 4.343 -4.878 0.925  0.3776
154 H 3.961 -2.169 -0.211  -0.4370
155 H 5.562 -2.764 0.210  0.3787
156 H 2.864 -1.774 2.998  0.3585
157 H 2.243 -3.138 2.093  0.3408
158 H 2.474 -1.633 1.241  0.0017

Values from the calculation:
SMILES string	CCOS(C)(=O)=O.CCOS(C)(=O)=O.CCOS(C)(=O)=O.CCOS(C)(=O)=O.CCOS(C)(=O)=O.CCOS(C)(=O)=O.CCOS(C)(=O)=O.CCOS(C)(=O)=O.CCOS(C)(=O)=O.COCCOCCOC
ΔE to the lowest compared entry with this formula, charge and spin	39.8	kcal/mol
M	1251.624	g mol⁻¹